(1)
DFT (ωB97M-V with the def2-TZVPD basis set) results for a structure of composition C27H17N4O2Pt at a distorted geometry.

Geometry (Å):
Pt 0.963 0.245 1.557
O 2.845 3.317 -4.743
N 1.608 3.162 -4.591
O 0.752 3.346 -5.403
C 1.182 2.757 -3.243
C -0.076 3.045 -2.905
C -0.603 2.734 -1.632
C -1.918 3.123 -1.314
C -2.417 2.768 -0.067
C -1.635 1.991 0.754
N -0.412 1.532 0.398
C 0.132 1.963 -0.747
C 1.542 1.664 -1.066
N 2.123 0.860 -0.159
C 3.376 0.486 -0.414
C 3.991 0.731 -1.671
C 3.394 1.528 -2.586
C 2.075 2.084 -2.283
H -0.697 3.638 -3.586
H -2.591 3.581 -1.998
H -3.330 3.105 0.297
H -1.932 1.715 1.725
H 3.800 -0.151 0.342
H 4.978 0.219 -1.845
H 3.908 1.837 -3.576
C -0.543 0.195 5.632
C -1.520 -0.822 5.619
C -1.712 -1.440 4.376
C -1.000 -1.090 3.220
C -0.007 -0.110 3.269
C 0.204 0.522 4.495
C -1.171 -1.775 1.930
C -1.974 -2.979 1.849
C -1.960 -3.680 0.674
C -1.215 -3.258 -0.389
C -1.175 -3.961 -1.598
C -0.362 -3.593 -2.641
C 0.427 -2.460 -2.492
C 0.396 -1.731 -1.337
C -0.432 -2.126 -0.252
N -0.367 -1.423 0.945
H -0.352 0.669 6.562
H -2.028 -1.132 6.520
H -2.437 -2.338 4.314
H 0.974 1.255 4.543
H -2.391 -3.330 2.770
H -2.436 -4.655 0.582
H -1.731 -4.846 -1.819
H -0.385 -4.177 -3.579
H 1.089 -2.155 -3.282
H 1.050 -0.840 -1.155

The expectation value of S² is 2.006. Its gap between HOMO and LUMO (spin up / spin down) is 0.246 / 0.262 Ha. As for the spin multiplicity: 3. The value obtained for the HOMO energy (spin up / spin down) is -10.80 / -11.23 eV. The value obtained for the LUMO energy (spin up / spin down) is -4.1 / -4.1 eV. As for the net charge: +1.

***

(2)
DFT (ωB97M-V with the def2-TZVPD basis set) results for a structure of composition C27H18AsCuI2NOS at a distorted geometry.

Geometry (Å):
Cu -1.769 -1.129 -1.311
S -3.424 0.205 -0.466
C -3.292 -0.005 1.228
C -4.442 -0.150 2.051
C -4.310 -0.204 3.446
C -3.026 -0.199 4.022
C -1.881 -0.032 3.186
C -2.025 0.041 1.825
As -0.639 0.256 0.430
C 1.021 0.182 1.546
C 1.128 -0.853 2.505
C 2.383 -1.112 3.114
C 3.353 -0.052 3.088
C 3.110 1.056 2.269
C 2.032 1.065 1.378
C -0.697 2.275 0.239
C -0.247 3.055 1.257
C 0.116 4.367 1.037
C 0.052 4.927 -0.234
C -0.526 4.141 -1.249
C -1.015 2.866 -0.975
H -5.417 -0.163 1.628
H -5.225 -0.236 4.073
H -2.955 -0.294 5.080
H -0.917 -0.069 3.633
H 0.312 -1.541 2.744
H 2.647 -2.048 3.603
H 4.356 -0.247 3.591
H 3.725 2.017 2.362
H 2.081 1.834 0.583
H -0.094 2.574 2.220
H 0.554 4.889 1.879
H 0.448 5.932 -0.465
H -0.778 4.566 -2.158
H -1.606 2.329 -1.786
I 1.186 -5.142 0.318
C 1.132 -4.035 -1.445
C 2.155 -4.206 -2.339
C 2.341 -3.386 -3.449
I 4.064 -3.607 -4.652
C 1.394 -2.371 -3.785
C 1.529 -1.381 -4.769
C 0.531 -0.428 -4.920
C -0.432 -0.304 -3.938
N -0.663 -1.210 -2.983
C 0.301 -2.242 -2.836
C 0.068 -3.124 -1.757
O -1.069 -3.050 -1.166
H 2.764 -5.064 -2.370
H 2.319 -1.415 -5.546
H 0.536 0.208 -5.816
H -1.189 0.515 -3.918

Its gap between HOMO and LUMO is 0.231 Ha. The value obtained for the HOMO energy is -4.13 eV. The value obtained for the LUMO energy is 2.2 eV. As for the net charge: -1.

***

(3)
DFT (ωB97M-V with the def2-TZVPD basis set) results for a structure of composition C27H18F15N8O4SSbZr.

Geometry (Å):
Zr 0.551 0.275 -2.600
N -0.712 1.224 2.264
C -1.912 0.722 2.709
C -1.955 -0.578 2.328
N -0.772 -0.847 1.673
C -0.034 0.262 1.630
C 1.320 0.372 1.104
N 1.710 0.114 -0.125
C 3.076 0.252 -0.104
C 3.496 0.602 1.144
N 2.370 0.672 1.910
H -0.397 2.182 2.324
H -2.622 1.318 3.253
H -2.714 -1.329 2.484
H 3.661 0.107 -0.993
H 4.475 0.798 1.543
H 2.335 0.866 2.897
F 3.219 3.130 -1.393
C 2.107 3.756 -1.000
F 2.363 5.056 -0.897
F 1.811 3.303 0.235
C 0.938 3.422 -1.977
O 0.557 2.140 -1.745
C -0.245 4.399 -1.720
F 0.027 5.637 -2.111
F -0.535 4.430 -0.399
F -1.348 3.987 -2.344
C 1.422 3.595 -3.454
F 0.406 3.821 -4.278
F 2.309 4.574 -3.594
F 2.000 2.440 -3.842
F 2.509 -0.159 -2.763
Sb 2.738 -1.441 -5.041
F 0.252 -1.558 -2.025
F -0.804 0.702 -3.881
F 2.246 -1.628 -6.853
F 1.512 -2.735 -4.431
F 1.356 -0.054 -4.841
C -0.343 -2.163 1.122
C -1.157 -3.265 1.737
C -2.154 -3.896 1.003
C -2.954 -4.861 1.593
C -2.752 -5.192 2.928
C -1.739 -4.582 3.665
C -0.944 -3.625 3.065
C -3.606 -6.158 3.567
N -4.284 -6.929 4.081
H -0.440 -2.124 0.039
H 0.716 -2.263 1.358
H -2.302 -3.636 -0.038
H -3.742 -5.347 1.036
H -1.587 -4.859 4.699
H -0.156 -3.148 3.638
O -6.828 -2.581 4.764
S -5.741 -2.775 3.870
O -5.804 -3.795 2.872
O -4.456 -2.220 4.193
C -6.210 -1.103 2.403
N -7.232 -0.374 2.627
C -7.330 0.678 1.793
C -6.358 0.914 0.831
C -5.304 0.012 0.736
N -5.248 -1.059 1.549
C -4.118 0.145 -0.136
C -3.561 -0.989 -0.708
C -2.322 -0.894 -1.308
N -1.604 0.237 -1.313
C -2.171 1.337 -0.815
C -3.432 1.344 -0.240
H -8.185 1.328 1.923
H -6.430 1.766 0.170
H -4.076 -1.938 -0.664
H -1.858 -1.749 -1.778
H -1.581 2.235 -0.862
H -3.824 2.261 0.181

The expectation value of S² is 0.755. Its gap between HOMO and LUMO (spin up / spin down) is 0.313 / 0.246 Ha. As for the spin multiplicity: 2. The value obtained for the HOMO energy (spin up / spin down) is -12.31 / -12.31 eV. For the energy relative to the best compared isomer or geometry (same formula, charge and spin), the calculation gives 3.39 kcal per mole. The value obtained for the LUMO energy (spin up / spin down) is -3.8 / -5.6 eV. As for the net charge: +1.

***

(4)
DFT (ωB97M-V with the def2-TZVPD basis set) results for a structure of composition C27H18N2O9V at a distorted geometry.

Geometry (Å):
V -0.127 -0.256 1.271
O -2.597 -3.629 5.574
C -2.050 -2.910 4.563
C -0.982 -3.388 3.809
C -0.481 -2.593 2.800
N -1.008 -1.394 2.521
C -2.009 -0.919 3.272
C -2.564 -1.639 4.301
C -2.338 0.495 2.827
O -3.212 1.153 3.356
O -1.544 0.837 1.872
C 0.790 -2.788 2.014
O 1.477 -3.786 2.109
O 1.031 -1.718 1.333
H -2.111 -4.454 5.665
H -0.520 -4.350 3.996
H -3.371 -1.223 4.888
O -0.009 2.089 -0.960
C 0.924 1.950 -0.194
O 0.917 1.176 0.859
C 2.227 2.674 -0.435
C 3.350 2.368 0.323
C 4.584 2.970 0.073
C 4.629 3.881 -0.953
O 5.708 4.602 -1.407
C 5.226 5.396 -2.483
O 3.844 5.134 -2.655
C 3.507 4.196 -1.704
C 2.294 3.606 -1.476
H 3.258 1.641 1.116
H 5.465 2.727 0.651
H 5.768 5.141 -3.399
H 5.376 6.456 -2.252
H 1.412 3.826 -2.062
C 1.240 -2.198 -3.726
C 1.869 -1.513 -2.696
C 1.171 -1.107 -1.574
C -0.207 -1.364 -1.437
C -0.819 -2.093 -2.478
C -0.110 -2.491 -3.598
N -0.932 -0.967 -0.316
C -2.311 -0.758 -0.510
C -2.762 0.094 -1.528
C -4.113 0.284 -1.749
C -5.056 -0.358 -0.954
C -4.624 -1.194 0.063
C -3.269 -1.402 0.278
H 1.792 -2.498 -4.608
H 2.927 -1.286 -2.773
H 1.692 -0.584 -0.787
H -1.866 -2.351 -2.387
H -0.620 -3.045 -4.379
H -2.021 0.616 -2.119
H -4.437 0.950 -2.541
H -6.115 -0.213 -1.131
H -5.349 -1.697 0.693
H -2.947 -2.095 1.042

The expectation value of S² is 2.016. Its gap between HOMO and LUMO (spin up / spin down) is 0.214 / 0.238 Ha. As for the spin multiplicity: 3. The value obtained for the HOMO energy (spin up / spin down) is -3.62 / -4.29 eV. For the energy relative to the best compared isomer or geometry (same formula, charge and spin), the calculation gives 22.82 kcal per mole. The value obtained for the LUMO energy (spin up / spin down) is 2.2 / 2.2 eV. As for the net charge: -1.

***

(5)
DFT (ωB97M-V with the def2-TZVPD basis set) results for a structure of composition C27H19Br2FINO18S at a distorted geometry.

Geometry (Å):
C 2.584 -4.975 -2.687
C 3.139 -5.490 -1.385
Br 2.029 -6.816 -0.555
C 4.254 -5.086 -0.855
Br 5.362 -3.786 -1.759
N 4.695 -5.601 0.490
I 6.680 -4.995 0.759
S 3.733 -4.671 1.620
O 4.546 -4.177 2.655
O 2.658 -5.406 2.149
F 3.082 -3.463 0.799
H 1.757 -4.324 -2.399
H 2.230 -5.791 -3.316
H 3.311 -4.384 -3.241
C -2.760 -1.815 -2.897
C -1.993 -2.902 -3.041
C -0.634 -2.829 -3.671
O 0.027 -3.849 -3.755
C -0.169 -1.537 -4.155
C -0.938 -0.449 -4.015
C -2.286 -0.517 -3.361
O -2.931 0.507 -3.245
O -0.554 0.750 -4.443
O -2.388 -4.107 -2.633
H -3.740 -1.855 -2.443
H 0.805 -1.500 -4.622
H -1.285 1.360 -4.220
H -1.654 -4.716 -2.848
C 0.075 0.595 2.749
C -0.418 1.585 1.997
C -0.295 1.577 0.504
O -0.781 2.499 -0.128
C 0.408 0.468 -0.122
C 0.907 -0.524 0.628
C 0.759 -0.532 2.122
O 1.215 -1.466 2.750
O 1.556 -1.552 0.095
O -1.049 2.634 2.528
H -0.011 0.589 3.827
H 0.507 0.483 -1.199
H 1.811 -2.131 0.843
H -1.307 3.199 1.773
C 3.477 6.214 -1.943
C 3.762 4.957 -2.302
C 2.757 3.853 -2.166
O 3.066 2.732 -2.526
C 1.454 4.175 -1.601
C 1.169 5.432 -1.238
C 2.164 6.542 -1.400
O 1.844 7.668 -1.070
O -0.009 5.773 -0.716
O 4.949 4.612 -2.801
H 4.193 7.019 -2.039
H 0.745 3.368 -1.492
H 0.045 6.733 -0.545
H 4.894 3.653 -2.979
C -4.402 -0.271 5.315
C -5.532 -0.350 4.600
C -6.015 0.796 3.761
O -7.039 0.658 3.119
C -5.233 2.025 3.761
C -4.105 2.106 4.479
C -3.608 0.951 5.296
O -2.566 1.076 5.912
O -3.361 3.207 4.509
O -6.289 -1.445 4.589
H -4.043 -1.091 5.920
H -5.600 2.850 3.167
H -2.607 3.000 5.095
H -7.040 -1.243 3.997

Its gap between HOMO and LUMO is 0.291 Ha. The value obtained for the HOMO energy is -9.60 eV. For the energy relative to the best compared isomer or geometry (same formula, charge and spin), the calculation gives 17.77 kcal per mole. The value obtained for the LUMO energy is -1.7 eV. As for the net charge: 0.

***

(6)
DFT (ωB97M-V with the def2-TZVPD basis set) results for a structure of composition C27H19BrCl2N6O6W at a distorted geometry.

Geometry (Å):
W 0.257 -0.331 0.010
Cl -5.672 1.410 2.988
C -4.033 1.290 2.602
C -3.621 1.218 1.247
C -2.320 0.968 0.996
N -1.661 0.574 -0.250
C -2.023 1.000 -1.495
O -3.015 1.671 -1.834
C -1.127 0.321 -2.542
C -1.052 0.591 -3.873
C -0.006 0.029 -4.609
C 0.637 -1.017 -4.063
C 0.036 -1.696 -2.884
N -0.439 -0.635 -2.030
C -1.415 0.880 2.091
C -1.818 0.972 3.432
C -3.119 1.218 3.650
Cl -3.653 1.284 5.353
N -0.093 0.697 1.742
C 0.903 1.135 2.527
O 0.908 2.086 3.258
C 2.084 0.170 2.462
C 2.959 0.086 3.488
C 3.588 -1.134 3.763
C 3.441 -2.150 2.810
C 2.707 -1.875 1.652
N 1.980 -0.748 1.482
H -4.361 1.193 0.461
H -1.696 1.392 -4.290
H 0.206 0.473 -5.536
H 1.554 -1.346 -4.619
H -0.933 -2.298 -3.319
H -1.058 0.996 4.162
H 3.077 0.915 4.129
H 4.145 -1.109 4.614
H 3.863 -3.117 2.978
H 2.774 -2.539 0.790
N -1.507 3.808 -0.469
C -0.638 4.356 -1.489
C 0.768 3.922 -1.185
C 0.909 2.383 -1.534
O 0.760 1.564 -0.527
O 1.134 2.076 -2.727
H -2.365 3.505 -0.832
H -1.748 4.542 0.184
H -0.674 5.461 -1.558
H -0.908 4.029 -2.466
H 0.964 4.017 -0.103
H 1.540 4.459 -1.728
Br 2.704 -0.579 -1.414
C 0.675 -2.732 -1.993
C 1.185 -3.959 -2.363
C 1.354 -4.850 -1.362
C 0.738 -4.668 -0.117
C 0.346 -3.392 0.161
N 0.481 -2.398 -0.701
C -0.333 -3.014 1.424
O -0.607 -3.788 2.328
O -0.597 -1.703 1.446
H 1.455 -4.243 -3.351
H 1.670 -5.918 -1.583
H 0.690 -5.455 0.616

The expectation value of S² is 2.034. Its gap between HOMO and LUMO (spin up / spin down) is 0.243 / 0.184 Ha. As for the spin multiplicity: 3. The value obtained for the HOMO energy (spin up / spin down) is -7.71 / -7.70 eV. For the energy relative to the best compared isomer or geometry (same formula, charge and spin), the calculation gives 64.97 kcal per mole. The value obtained for the LUMO energy (spin up / spin down) is -1.1 / -2.7 eV. As for the net charge: 0.

***

no.,M (Da)
1,624.54
2,796.79
3,1048.51
4,565.39
5,983.22
6,858.14